# C4H11NO2

A cluster of 2 separate species, C4H11NO2 in total in a non-equilibrium geometry (the ωB97M-V functional and the def2-TZVPD basis, the OMol25 dataset).

```
! wB97M-V def2-TZVPD RIJCOSX def2/J DEFGRID3
* xyz 0 1
C -1.435 2.021 1.243
N -1.767 0.727 0.627
C -0.608 0.029 0.026
C -0.664 -1.519 0.038
C 0.393 -2.098 -0.912
O 1.431 -1.503 -1.098
H -2.366 2.548 1.537
H -0.828 1.683 2.136
H -0.904 2.676 0.575
H -2.074 0.213 1.411
H -0.541 0.398 -1.040
H 0.430 0.458 0.419
H -1.729 -1.872 -0.279
H -0.520 -1.823 1.052
H 0.189 -2.919 -1.557
H 1.727 1.396 -0.917
H 3.104 1.107 -0.259
O 2.290 1.559 -0.132
*
```

As for the relative energy (zero: lowest compared OMol25 entry of this formula, charge and spin): 53.7 kcal/mol. The frontier orbital gap is 9.6 eV. The calculation puts the HOMO energy at -8.73 eV.

=====

# C4H11NO2

The molecule C4H11NO2 in a non-equilibrium geometry (the ωB97M-V functional and the def2-TZVPD basis, the OMol25 dataset).

```
! wB97M-V def2-TZVPD RIJCOSX def2/J DEFGRID3
* xyz 0 1
C 0.126 -1.124 -0.733
C 0.339 -0.561 0.669
C -0.893 0.096 1.418
C 1.337 0.538 0.314
H -0.602 -0.470 -2.596
H -1.639 0.091 -1.319
H -0.501 -2.136 -0.774
H 1.257 -1.173 -0.938
H 0.909 -1.298 1.141
H -0.502 0.683 2.302
H -1.791 -0.674 1.545
H -1.390 1.809 0.671
H 1.654 1.219 1.246
H 2.329 -0.297 0.115
H 0.660 0.986 -1.409
N -0.477 -0.064 -1.590
O -1.728 0.776 0.565
O 0.912 1.598 -0.627
*
```

As for the relative energy (zero: lowest compared OMol25 entry of this formula, charge and spin): 127.3 kcal/mol. The frontier orbital gap is 9.7 eV. The calculation puts the HOMO energy at -8.94 eV.

=====

# C4H11NO2

A cluster of 2 separate species, C4H11NO2 in total in a non-equilibrium geometry (the ωB97M-V functional and the def2-TZVPD basis, the OMol25 dataset).

```
! wB97M-V def2-TZVPD RIJCOSX def2/J DEFGRID3
* xyz 0 1
C 1.058 0.108 1.400
C 0.598 1.438 1.755
C 1.114 -0.329 -0.030
N 0.841 0.679 -0.983
C 1.060 0.561 -2.349
O 1.412 -1.477 -0.414
H 0.435 -0.656 1.916
H 2.230 -0.024 1.482
H 0.471 1.676 2.760
H 1.283 2.275 1.391
H -0.274 1.628 1.204
H 0.457 1.513 -0.799
H 0.189 0.738 -3.014
H 1.623 -0.339 -2.571
H 1.990 1.190 -2.336
H -5.536 -2.752 -0.038
H -4.275 -2.962 0.732
O -4.676 -3.268 -0.106
*
```

As for the relative energy (zero: lowest compared OMol25 entry of this formula, charge and spin): 49.8 kcal/mol. The frontier orbital gap is 9.9 eV. The calculation puts the HOMO energy at -9.26 eV.

=====

# C4H11NO2

A cluster of 2 separate species, C4H11NO2 in total (the ωB97M-V functional and the def2-TZVPD basis, the OMol25 dataset).

```
! wB97M-V def2-TZVPD RIJCOSX def2/J DEFGRID3
* xyz 0 1
O -2.604 1.400 0.755
C -2.061 0.374 1.065
C -0.602 0.273 1.415
C 0.283 -0.061 0.212
C 1.429 -1.006 0.550
N 0.909 -2.325 0.955
H -2.630 -0.570 1.056
H -0.278 1.184 1.920
H -0.507 -0.585 2.080
H 0.736 0.810 -0.269
H -0.276 -0.508 -0.604
H 2.051 -1.099 -0.336
H 2.081 -0.635 1.327
H 0.903 -2.944 0.151
H 1.491 -2.766 1.656
H -0.253 2.694 -4.766
H 0.011 2.892 -3.252
O -0.684 2.873 -3.913
*
```

As for the relative energy (zero: lowest compared OMol25 entry of this formula, charge and spin): 33.0 kcal/mol. The frontier orbital gap is 10.3 eV. The calculation puts the HOMO energy at -9.54 eV.

=====

# C4H11NO2

The ion C4H11NO2 with charge +1 in a non-equilibrium geometry (the ωB97M-V functional and the def2-TZVPD basis, the OMol25 dataset).

```
! wB97M-V def2-TZVPD RIJCOSX def2/J DEFGRID3
* xyz 1 2
C 1.005 1.174 -0.031
C 0.169 0.047 0.512
C -0.454 0.261 1.790
O 0.753 0.253 2.732
N -0.968 -0.365 -0.441
C -0.675 -1.022 -1.686
O -0.123 -0.278 -2.698
H 1.972 1.106 0.484
H 0.579 2.236 0.164
H 1.197 1.083 -1.060
H 0.808 -0.943 0.435
H -1.118 1.078 2.003
H -1.095 -0.592 2.109
H 1.156 -0.606 2.466
H -1.270 0.512 -0.778
H -1.598 -1.415 -2.115
H 0.022 -1.927 -1.586
H 0.821 -0.527 -2.814
*
```

As for the relative energy (zero: lowest compared OMol25 entry of this formula, charge and spin): 66.1 kcal/mol. As for the expectation value of S²: 0.754. The frontier orbital gap (spin up / spin down) is 11.6 / 5.7 eV. The calculation puts the HOMO energy (spin up / spin down) at -14.89 / -14.88 eV.

=====

# C4H11NO2

A cluster of 2 separate species, C4H11NO2 in total in a non-equilibrium geometry (the ωB97M-V functional and the def2-TZVPD basis, the OMol25 dataset).

```
! wB97M-V def2-TZVPD RIJCOSX def2/J DEFGRID3
* xyz 1 2
C 0.524 2.357 0.679
N -0.023 1.666 -0.495
C -0.034 0.185 -0.187
C -0.729 -0.507 -1.362
C -0.615 -2.046 -1.232
O -1.185 -2.607 -0.342
H 0.581 3.441 0.468
H 1.516 1.994 0.929
H -0.272 2.502 1.430
H 0.479 1.898 -1.351
H -0.660 0.006 0.683
H 1.039 -0.031 -0.075
H -1.780 -0.252 -1.321
H -0.247 -0.151 -2.286
H -0.024 -2.637 -1.958
H -0.162 -2.170 2.593
H 0.858 -1.478 1.592
O 0.735 -2.171 2.234
*
```

As for the relative energy (zero: lowest compared OMol25 entry of this formula, charge and spin): 47.5 kcal/mol. As for the expectation value of S²: 0.754. The frontier orbital gap (spin up / spin down) is 10.3 / 5.0 eV. The calculation puts the HOMO energy (spin up / spin down) at -13.98 / -13.97 eV.

=====

# C4H11NO2S

A cluster of 2 separate species, C4H11NO2S in total in a non-equilibrium geometry (the ωB97M-V functional and the def2-TZVPD basis, the OMol25 dataset).

```
! wB97M-V def2-TZVPD RIJCOSX def2/J DEFGRID3
* xyz 0 1
C -0.110 1.288 -0.751
C -0.588 0.794 0.609
C -1.154 -0.676 0.570
S -2.708 -0.695 -0.335
C 1.111 0.365 -1.181
N 2.416 0.839 -0.914
O 1.028 -0.779 -1.581
H 0.052 2.431 -0.745
H -0.866 1.081 -1.521
H 0.299 0.431 1.291
H -1.017 1.540 1.184
H -0.453 -1.335 0.021
H -1.224 -1.006 1.596
H -3.342 0.295 0.328
H 3.222 0.223 -1.150
H 2.672 1.785 -0.652
H 2.313 -0.916 2.109
H 2.732 0.247 3.038
O 2.283 -0.491 2.928
*
```

As for the relative energy (zero: lowest compared OMol25 entry of this formula, charge and spin): 30.0 kcal/mol. The frontier orbital gap is 9.4 eV. The calculation puts the HOMO energy at -8.84 eV.

=====

# C4H11NO2S

A cluster of 2 separate species, C4H11NO2S in total in a non-equilibrium geometry (the ωB97M-V functional and the def2-TZVPD basis, the OMol25 dataset).

```
! wB97M-V def2-TZVPD RIJCOSX def2/J DEFGRID3
* xyz 0 1
C -1.364 1.384 -0.589
C 2.062 1.665 0.640
C -0.408 -3.088 0.005
C 0.102 1.274 -0.591
N 0.625 1.496 0.546
O 1.508 -1.388 -0.434
O -0.277 -1.052 1.406
S 0.073 -1.375 -0.179
H -1.968 0.392 -0.866
H -1.743 1.582 0.375
H -1.744 2.095 -1.212
H 2.642 0.933 1.080
H 2.416 1.672 -0.412
H 2.107 2.481 1.300
H -0.725 -3.530 -0.902
H 0.285 -3.691 0.552
H -1.260 -3.155 0.549
H 0.574 1.171 -1.505
H 0.426 -0.533 1.762
*
```

As for the relative energy (zero: lowest compared OMol25 entry of this formula, charge and spin): 78.8 kcal/mol. The frontier orbital gap is 10.0 eV. The calculation puts the HOMO energy at -9.29 eV.

=====

# C4H11NO2S

A cluster of 2 separate species, C4H11NO2S in total in a non-equilibrium geometry (the ωB97M-V functional and the def2-TZVPD basis, the OMol25 dataset).

```
! wB97M-V def2-TZVPD RIJCOSX def2/J DEFGRID3
* xyz 0 1
O 0.313 0.755 -2.552
C -0.181 -0.314 -2.282
N -0.139 -0.951 -1.084
C 0.873 -0.748 0.009
C 0.564 0.473 0.930
S 0.968 2.208 0.542
C 0.861 -1.958 0.893
H -0.783 -0.852 -3.040
H -0.756 -1.737 -0.944
H 1.830 -0.702 -0.527
H -0.458 0.386 1.324
H 1.169 0.266 1.816
H 0.227 2.344 -0.579
H 0.439 -2.844 0.395
H 0.333 -1.979 1.860
H 1.843 -2.138 1.356
H -2.494 2.137 0.003
H -1.961 3.164 1.002
O -2.646 2.489 0.880
*
```

As for the relative energy (zero: lowest compared OMol25 entry of this formula, charge and spin): 20.4 kcal/mol. The frontier orbital gap is 9.7 eV. The calculation puts the HOMO energy at -9.11 eV.

=====

# C4H11NO2S

A cluster of 3 separate species, C4H11NO2S in total in a non-equilibrium geometry (the ωB97M-V functional and the def2-TZVPD basis, the OMol25 dataset).

```
! wB97M-V def2-TZVPD RIJCOSX def2/J DEFGRID3
* xyz 0 1
C 0.357 -0.122 0.227
C -1.168 -0.054 0.138
S -1.489 -0.095 1.886
C 1.036 0.452 -1.014
N 1.422 -0.243 -1.916
C 0.443 -3.703 -2.020
O 1.143 1.738 -0.937
H 0.626 0.679 0.978
H 0.584 -1.174 0.380
H -1.362 0.947 -0.242
H -1.649 -0.831 -0.448
H -1.063 1.225 1.676
H 1.345 -3.107 -2.141
H 0.480 -4.245 -1.089
H -0.375 -2.995 -2.068
H 0.213 -4.396 -2.824
H 0.317 3.047 1.587
H 0.732 2.087 -0.064
O 0.121 2.235 1.108
*
```

As for the relative energy (zero: lowest compared OMol25 entry of this formula, charge and spin): 150.6 kcal/mol. The frontier orbital gap is 5.5 eV. The calculation puts the HOMO energy at -9.17 eV.

=====

# C4H11NO2Si

A cluster of 2 separate species, C4H11NO2Si in total in a non-equilibrium geometry (the ωB97M-V functional and the def2-TZVPD basis, the OMol25 dataset).

```
! wB97M-V def2-TZVPD RIJCOSX def2/J DEFGRID3
* xyz 0 1
C -0.580 1.326 -1.569
C -1.570 -1.442 0.208
C -0.564 1.117 1.463
C 1.149 -0.852 0.153
N 2.381 -0.184 0.120
O 3.364 -0.717 0.507
O 2.380 0.922 -0.428
Si -0.462 0.085 -0.150
H -1.450 1.930 -1.513
H 0.366 2.013 -1.670
H -0.658 0.771 -2.456
H -1.899 -1.998 -0.568
H -0.978 -2.117 0.791
H -2.267 -1.199 0.934
H -1.516 1.632 1.518
H -0.553 0.470 2.287
H 0.198 1.902 1.544
H 1.033 -1.721 0.679
H 1.626 -1.939 -1.848
*
```

As for the relative energy (zero: lowest compared OMol25 entry of this formula, charge and spin): 162.4 kcal/mol. The frontier orbital gap (spin up / spin down) is 8.7 / 8.7 eV. The calculation puts the HOMO energy (spin up / spin down) at -10.50 / -9.88 eV.

=====

# C4H11NO3

A cluster of 2 separate species, C4H11NO3 in total in a non-equilibrium geometry (the ωB97M-V functional and the def2-TZVPD basis, the OMol25 dataset).

```
! wB97M-V def2-TZVPD RIJCOSX def2/J DEFGRID3
* xyz -1 2
C 0.878 0.109 1.716
O -0.340 -0.474 2.124
C 0.636 0.833 0.302
C 0.783 -0.172 -0.838
C 0.910 0.771 -2.153
O -0.131 0.977 -2.803
N -0.714 1.395 0.356
H 1.380 0.786 2.463
H 1.535 -0.767 1.660
H -0.970 0.256 1.971
H 1.390 1.665 0.329
H 1.711 -0.730 -0.641
H -0.065 -0.856 -0.859
H 1.928 1.148 -2.216
H -1.226 1.222 -0.511
H -0.679 2.349 0.679
H -1.263 -2.663 -0.207
H -2.461 -2.609 0.559
O -1.537 -2.851 0.716
*
```

As for the relative energy (zero: lowest compared OMol25 entry of this formula, charge and spin): 30.5 kcal/mol. As for the expectation value of S²: 0.753. The frontier orbital gap (spin up / spin down) is 3.2 / 6.8 eV. The calculation puts the HOMO energy (spin up / spin down) at 0.46 / -3.18 eV.

=====

Repeat the third record exactly.
# C4H11NO2

A cluster of 2 separate species, C4H11NO2 in total in a non-equilibrium geometry (the ωB97M-V functional and the def2-TZVPD basis, the OMol25 dataset).

```
! wB97M-V def2-TZVPD RIJCOSX def2/J DEFGRID3
* xyz 0 1
C 1.058 0.108 1.400
C 0.598 1.438 1.755
C 1.114 -0.329 -0.030
N 0.841 0.679 -0.983
C 1.060 0.561 -2.349
O 1.412 -1.477 -0.414
H 0.435 -0.656 1.916
H 2.230 -0.024 1.482
H 0.471 1.676 2.760
H 1.283 2.275 1.391
H -0.274 1.628 1.204
H 0.457 1.513 -0.799
H 0.189 0.738 -3.014
H 1.623 -0.339 -2.571
H 1.990 1.190 -2.336
H -5.536 -2.752 -0.038
H -4.275 -2.962 0.732
O -4.676 -3.268 -0.106
*
```

As for the relative energy (zero: lowest compared OMol25 entry of this formula, charge and spin): 49.8 kcal/mol. The frontier orbital gap is 9.9 eV. The calculation puts the HOMO energy at -9.26 eV.

=====

Repeat the eighth record exactly.
# C4H11NO2S

A cluster of 2 separate species, C4H11NO2S in total in a non-equilibrium geometry (the ωB97M-V functional and the def2-TZVPD basis, the OMol25 dataset).

```
! wB97M-V def2-TZVPD RIJCOSX def2/J DEFGRID3
* xyz 0 1
C -1.364 1.384 -0.589
C 2.062 1.665 0.640
C -0.408 -3.088 0.005
C 0.102 1.274 -0.591
N 0.625 1.496 0.546
O 1.508 -1.388 -0.434
O -0.277 -1.052 1.406
S 0.073 -1.375 -0.179
H -1.968 0.392 -0.866
H -1.743 1.582 0.375
H -1.744 2.095 -1.212
H 2.642 0.933 1.080
H 2.416 1.672 -0.412
H 2.107 2.481 1.300
H -0.725 -3.530 -0.902
H 0.285 -3.691 0.552
H -1.260 -3.155 0.549
H 0.574 1.171 -1.505
H 0.426 -0.533 1.762
*
```

As for the relative energy (zero: lowest compared OMol25 entry of this formula, charge and spin): 78.8 kcal/mol. The frontier orbital gap is 10.0 eV. The calculation puts the HOMO energy at -9.29 eV.